Computed, not measured: C45H42BN9O2RuS2 as an isolated structure in a non-equilibrium geometry, with wB97M-V/def2-TZVPD.

gap between HOMO and LUMO (spin up / spin down): 0.288 / 0.193 hartree
E_LUMO (spin up / spin down): -4.99 / -7.58 eV
E: -89770.5456 eV
highest occupied orbital energy (spin up / spin down): -12.830 / -12.823 eV
energy relative to the best compared isomer or geometry (same formula, charge and spin): 0.000 eV

Geometry as ORCA input:
```
! RIJCOSX wB97M-V def2-TZVPD def2/J DEFGRID3
* xyz 2 5
Ru -0.425 -0.520 0.409
C -0.525 -4.969 3.513
C -1.023 -3.656 3.027
C -2.138 -2.957 3.451
C -2.206 -1.801 2.680
N -1.142 -1.805 1.817
N -0.438 -2.945 2.058
B 0.812 -3.324 1.243
N 1.937 -2.309 1.470
N 1.772 -0.983 1.270
C 2.968 -0.394 1.474
C 3.904 -1.390 1.795
C 3.219 -2.584 1.788
C 3.744 -3.940 2.106
C 3.239 1.050 1.451
C 4.413 1.527 2.043
C 4.709 2.878 2.049
C 3.838 3.790 1.473
C 2.670 3.334 0.881
C 2.380 1.980 0.866
N 0.421 -3.271 -0.242
N -0.165 -2.174 -0.786
C -0.246 -2.391 -2.128
C 0.326 -3.624 -2.413
C 0.713 -4.164 -1.197
C 1.291 -5.507 -0.938
C -0.958 -1.573 -3.111
C -2.258 -1.144 -2.859
C -3.007 -0.575 -3.878
C -2.463 -0.418 -5.142
C -1.158 -0.821 -5.393
C -0.409 -1.400 -4.384
C -3.202 -0.739 2.852
C -3.540 0.186 1.867
C -4.377 1.247 2.171
C -4.938 1.369 3.432
C -4.672 0.411 4.395
C -3.813 -0.631 4.105
H -1.190 -5.348 4.285
H -0.491 -5.695 2.701
H 0.480 -4.882 3.924
H -2.837 -3.269 4.207
H 1.177 -4.409 1.537
H 4.958 -1.262 1.966
H 4.773 -3.858 2.446
H 3.159 -4.416 2.894
H 3.721 -4.597 1.236
H 5.093 0.834 2.518
H 5.627 3.222 2.506
H 4.070 4.847 1.481
H 1.987 4.036 0.417
H 1.484 1.640 0.381
H 0.401 -4.082 -3.384
H 1.259 -6.094 -1.853
H 2.328 -5.443 -0.606
H 0.730 -6.035 -0.167
H -2.696 -1.324 -1.883
H -4.030 -0.277 -3.691
H -3.055 0.011 -5.940
H -0.733 -0.710 -6.381
H 0.609 -1.722 -4.569
H -3.165 0.070 0.850
H -4.598 1.983 1.417
H -5.590 2.205 3.651
H -5.130 0.484 5.372
H -3.593 -1.366 4.867
O 2.699 -0.494 -1.776
C 2.755 0.495 -2.672
C 3.896 0.573 -3.468
C 4.021 1.567 -4.413
C 3.002 2.510 -4.603
C 1.864 2.442 -3.845
C 1.713 1.442 -2.863
C 0.493 1.367 -2.093
O 0.436 0.549 -1.105
N -0.461 2.241 -2.470
N -1.699 2.125 -2.128
C -2.455 3.159 -2.372
S -1.812 4.772 -2.596
C -3.368 5.445 -3.253
C -4.509 4.759 -2.538
S -4.163 2.969 -2.565
H 1.883 -0.415 -1.258
H 4.679 -0.156 -3.310
H 4.915 1.622 -5.019
H 3.119 3.293 -5.339
H 1.064 3.155 -3.980
H -3.384 5.246 -4.324
H -3.373 6.520 -3.081
H -5.458 4.922 -3.045
H -4.586 5.072 -1.497
C -0.510 3.062 3.770
C -0.885 3.354 2.467
C -0.850 2.352 1.521
N -0.467 1.102 1.805
C -0.080 0.827 3.060
C -0.090 1.773 4.064
H -0.536 3.825 4.536
H -1.197 4.349 2.185
H -1.133 2.551 0.495
H 0.253 -0.181 3.262
H 0.229 1.502 5.059
*
```